105
Properties=species:S:1:pos:R:3:forces:R:3 method="wB97M-V/def2-TZVPD" energy_ha=-2981.691918 max_force_ev_per_a=3.3 total_charge=+1
C 6.09053 1.31901 0.89600 -0.4046 -0.7784 -0.0584
O 5.57753 -0.03147 0.99131 -0.4412 0.7410 0.0667
C 4.22452 -0.18062 0.82269 -0.5072 0.1844 -0.1131
C 3.35444 0.85086 0.38411 0.7593 -0.3535 0.4483
C 2.00771 0.59195 0.17315 -0.5227 -0.7413 0.1072
C 1.47518 -0.72345 0.32463 1.4453 0.5668 0.3921
C 0.08113 -0.98743 0.05185 0.6441 -2.1182 -0.8513
N -0.35852 -2.16745 -0.54198 -2.5696 1.9524 0.6439
C 0.40421 -3.15243 -1.23065 0.4216 -0.9238 -0.7343
C 0.19091 -4.51048 -0.93199 0.4323 -0.2276 0.3953
C -0.99259 -4.99366 -0.08800 -0.1635 0.6117 -0.1059
C -0.58745 -5.42832 1.31382 0.2025 -0.0540 0.0945
C -1.84369 -6.02121 -0.84014 0.1289 -0.0461 -0.1974
C 1.13115 -5.42931 -1.41636 0.2101 0.0936 -0.4391
C 2.16628 -5.01929 -2.27110 0.0121 -0.0215 0.1064
C 2.24548 -3.68447 -2.69434 -0.1019 -0.5374 0.1516
C 1.32882 -2.74336 -2.22270 -0.0256 0.2329 -0.1918
C 1.30663 -1.35686 -2.89718 -0.0486 -0.1364 0.9597
C 0.63255 -1.41490 -4.26792 -0.0788 -0.2677 0.0100
C 2.70507 -0.74922 -2.96633 0.1722 0.1155 -0.0035
N -1.70235 -2.18312 -0.64006 1.3110 0.9697 -0.8307
N -2.12062 -0.97508 -0.20156 1.0438 -0.7062 0.1866
C -3.55785 -0.74462 -0.22018 -0.8203 -0.3209 -0.4830
C -4.39611 -1.49829 0.63977 0.2813 0.2766 0.4348
C -3.79840 -2.45275 1.66637 0.1909 -0.2242 -0.3628
C -4.72335 -3.62714 1.99154 -0.0335 -0.0756 -0.0577
C -3.34157 -1.74159 2.93929 0.0504 0.1881 0.0731
C -5.78325 -1.34724 0.55534 0.0406 0.1498 -0.2442
C -6.34590 -0.48486 -0.38737 0.1788 0.1616 -0.0358
C -5.52090 0.19167 -1.28622 -0.1191 -0.2236 0.1817
C -4.13434 0.02579 -1.25547 0.4543 0.1726 0.1006
C -3.30059 0.61780 -2.39370 0.1358 -0.2495 0.2947
C -3.33867 2.14482 -2.43504 0.0368 0.0631 0.1413
C -3.71652 -0.00315 -3.73671 -0.0439 -0.1775 0.1038
C -1.03118 -0.18672 0.25329 -1.4858 1.3288 0.3585
C -1.07797 1.11123 0.75854 -0.3656 -0.9840 -0.4178
C 2.36816 -1.74273 0.79375 -0.5547 0.4424 -0.2645
C 3.68777 -1.46480 1.09311 0.6226 0.6900 -0.3592
H 7.17451 1.24455 0.97162 -0.1582 -0.0511 -0.0369
H 5.79945 1.75621 -0.06858 0.2065 -0.0007 0.2117
H 5.70407 1.92373 1.72748 0.0468 -0.0773 -0.1516
H 3.71578 1.87180 0.22462 -0.1174 -0.5893 -0.0156
H 1.36588 1.42943 -0.14035 0.2345 -0.6069 0.0323
H -1.64085 -4.12373 0.02022 0.0566 -0.3271 0.1413
H -0.09106 -4.60082 1.83318 -0.0139 -0.1092 -0.0027
H -1.46687 -5.70946 1.90433 0.1293 -0.0195 -0.1289
H 0.10808 -6.27355 1.29288 -0.0976 0.0286 0.0354
H -2.14980 -5.60426 -1.80931 0.1014 -0.1786 0.1678
H -1.29442 -6.95493 -1.01902 -0.1815 0.1422 0.0290
H -2.76150 -6.24847 -0.28188 0.2823 0.0035 -0.0216
H 1.05055 -6.48532 -1.12325 -0.0171 0.5153 -0.2261
H 2.90156 -5.75286 -2.64277 -0.4671 0.4432 0.2889
H 3.03685 -3.37472 -3.39550 -0.5877 -0.2312 0.3307
H 0.70553 -0.70975 -2.25596 -0.0480 0.0958 -0.1065
H -0.37135 -1.85027 -4.18551 0.1780 0.0668 -0.0749
H 0.53562 -0.41147 -4.69809 0.0825 -0.1469 0.0823
H 1.22403 -2.03639 -4.95168 -0.1506 0.1145 0.0450
H 3.23184 -0.86579 -2.01188 -0.0559 0.0014 -0.1831
H 3.29411 -1.23219 -3.75406 0.0033 0.1531 0.1114
H 2.65131 0.32599 -3.18361 0.0005 -0.2472 -0.0706
H -2.90833 -2.86854 1.17683 -0.1466 -0.0566 0.2946
H -5.09159 -4.10366 1.07489 0.0365 0.0712 0.1692
H -4.18330 -4.38777 2.57060 -0.1240 0.2237 -0.0622
H -5.58981 -3.30001 2.57974 0.1766 -0.1443 -0.0431
H -2.61924 -0.95009 2.70556 -0.0942 -0.0783 0.0828
H -4.19223 -1.28019 3.46202 0.1862 -0.1363 -0.1213
H -2.86144 -2.46136 3.61652 -0.1235 0.1910 -0.1146
H -6.43588 -1.93213 1.21514 0.3545 0.3523 -0.3256
H -7.43016 -0.35225 -0.43345 0.3784 -0.0799 -0.0028
H -5.94976 0.82477 -2.06907 0.0758 -0.2618 0.3189
H -2.26754 0.32162 -2.18667 0.0220 0.0724 -0.1926
H -2.91020 2.55028 -1.51097 -0.1295 0.0271 -0.1482
H -2.73715 2.51180 -3.27556 -0.1526 -0.0395 0.1231
H -4.36259 2.52479 -2.54355 0.2044 -0.0657 -0.0151
H -3.67562 -1.09954 -3.67591 -0.0167 0.2423 -0.0624
H -4.74641 0.27738 -3.99808 0.2683 -0.0332 0.0085
H -3.04658 0.32131 -4.54360 -0.1648 -0.0096 0.1856
H -2.03598 1.62033 0.71863 0.3185 0.1461 0.4155
H -0.17883 1.46172 1.26214 -0.5388 0.2687 -0.2411
H 2.01524 -2.77330 0.91051 0.0002 0.4599 0.0793
H 4.37384 -2.20754 1.51120 -0.3651 0.1250 -0.2908
Cl 3.83468 6.22018 -3.01678 0.0395 0.0515 -0.1148
C 3.32725 5.53722 -1.53078 -0.3808 -0.4304 0.7594
C 4.24859 4.80834 -0.75214 -0.2440 0.1484 -0.0768
C 3.84733 4.28859 0.47327 -0.5640 -0.2408 0.3502
C 2.50232 4.44147 0.93013 0.0796 0.0049 -1.2557
C 2.06230 3.96695 2.23001 0.8409 0.9393 0.7610
C 1.66897 4.88374 3.24044 -0.3042 -0.0194 0.2347
C 1.73627 4.46137 4.60911 0.0387 0.7372 0.2727
C 1.72873 5.40316 5.64787 -0.0042 -0.3089 -0.8317
C 1.56801 6.77515 5.34990 0.1355 -0.3885 -0.0818
Cl 1.73945 7.96326 6.58216 -0.1672 -0.4100 -0.1755
C 1.33311 7.21298 4.03594 0.0501 -0.7708 -0.6627
C 1.41001 6.27972 3.00285 0.0756 0.3542 0.4315
C 1.58736 5.10653 0.08292 0.2004 0.1141 0.3273
C 1.99009 5.68757 -1.11630 0.5093 -0.3446 0.0633
H 5.26823 4.64628 -1.12859 -0.5200 0.2145 0.2891
H 4.57311 3.77305 1.11569 -0.3330 0.2553 -0.3572
H 2.31088 2.94385 2.53168 -0.0178 0.2659 -0.0326
H 1.88790 3.39840 4.80223 -0.0516 0.3230 0.1603
H 1.88968 5.09726 6.67449 -0.0666 0.0103 -0.0964
H 1.14517 8.27168 3.83260 0.1417 -0.4829 0.0664
H 1.31053 6.63288 1.98275 0.0609 -0.0149 0.1586
H 0.54771 5.14231 0.41635 0.2413 0.1548 -0.3178
H 1.28623 6.23559 -1.73919 0.1595 -0.1899 0.1125

15
Properties=species:S:1:pos:R:3:forces:R:3 method="wB97M-V/def2-TZVPD" energy_ha=-610.557602 max_force_ev_per_a=3.5 relative_energy_kj_mol=514.8 total_charge=0
C -0.72307 -0.58596 -0.99921 2.8062 -1.9331 0.5508
C -0.94655 1.83292 0.00257 -1.5388 -0.9103 0.8304
C 0.32212 0.09247 1.45196 -2.2080 -0.8752 -2.3070
C -0.57136 0.37857 0.10241 1.3506 -0.9749 2.6154
N 0.70572 -2.59680 -0.39577 -1.4166 2.5865 1.9002
S -2.03003 -0.89755 -0.01599 -0.2079 0.7510 -0.0662
H -0.21804 -1.01123 -1.89702 -0.8821 0.8933 0.6353
H -0.17312 2.57275 -0.07852 0.7348 -0.1044 -0.6951
H -1.42707 2.10627 0.96472 -0.0736 -0.2018 -0.5610
H -1.68641 1.79654 -0.77962 -0.2811 1.1660 -0.4065
H 0.69478 -0.91902 1.38265 -0.0652 -0.3172 0.1846
H -0.26675 0.30069 2.33996 -0.4338 -0.2840 -0.0651
H 1.11065 0.76432 1.50876 1.6768 1.3489 -0.3326
H 1.53139 -2.54477 -0.92961 0.9729 -0.3066 -1.3118
H -0.04451 -3.07756 -0.82754 -0.4342 -0.8381 -0.9716

46
Properties=species:S:1:pos:R:3:forces:R:3 method="wB97M-V/def2-TZVPD" energy_ha=-1299.510829 max_force_ev_per_a=1.7 relative_energy_kj_mol=142.1 total_charge=0 smiles="CCOCCc1nnc(NC(=O)CCC2CCCCC2)s1"
C 4.08997 3.40658 -4.97144 -0.2159 -0.2928 -0.2619
C 3.86320 2.40068 -6.09871 0.2027 0.1268 0.0316
O 2.50380 2.18342 -6.42252 -0.0224 0.0260 -0.1179
C 1.70820 1.57810 -5.43654 -0.0730 -0.1846 0.0367
C 2.01135 0.08071 -5.22418 0.1830 0.4733 -0.2607
C 1.12673 -0.48032 -4.18113 0.1651 0.3522 0.8553
N 0.24684 -1.39345 -4.37444 0.4811 0.0387 -1.4595
N -0.44633 -1.72848 -3.29100 -0.9448 -0.4981 1.3183
C -0.09578 -1.05993 -2.24390 0.8016 0.6386 -0.3708
N -0.66892 -1.23063 -1.01350 -0.1922 -0.1344 0.1523
C -0.27924 -0.50480 0.08820 -0.5225 -0.5003 0.0311
O 0.59523 0.32501 0.01053 0.1714 0.2331 0.2226
C -1.03769 -0.86058 1.34403 0.2309 0.3531 0.3485
C -0.61618 0.03871 2.50479 -0.1010 -0.1011 0.1042
H -0.83774 1.07318 2.23409 0.0790 0.0300 -0.0054
C -1.28323 -0.27904 3.84750 -0.0303 -0.1706 -0.3992
C -0.92361 -1.66867 4.37615 0.0894 0.2985 0.2794
C -1.50178 -1.86657 5.77510 -0.1270 -0.2795 -0.1666
C -3.01761 -1.69299 5.75561 0.1199 0.2242 0.2105
C -3.39230 -0.32146 5.20176 -0.1874 -0.2302 -0.1858
C -2.80512 -0.13135 3.80549 0.1716 0.2348 0.3173
H -3.07219 0.85545 3.42097 -0.0370 0.0141 -0.1059
H -3.23439 -0.88282 3.13951 -0.0463 -0.0329 -0.1107
H -4.47900 -0.21978 5.16469 -0.0057 0.0730 0.0594
H -3.00666 0.45524 5.86602 -0.0208 0.0717 0.0426
H -3.41821 -1.80877 6.76461 -0.0563 -0.0740 -0.0144
H -3.46245 -2.46980 5.12889 -0.0564 -0.0707 -0.0047
H -1.24633 -2.86175 6.14519 0.0484 0.0289 0.0749
H -1.06201 -1.13412 6.45580 0.0548 0.0096 0.0659
H 0.16187 -1.78640 4.40237 0.0523 -0.0585 -0.0770
H -1.33202 -2.43711 3.71637 0.0135 -0.0812 -0.0885
H -0.89896 0.45623 4.56460 -0.0093 -0.0055 0.0167
H 0.46697 -0.03751 2.61952 0.0074 0.0797 -0.0237
H -2.10604 -0.75927 1.14261 -0.0297 -0.0997 -0.0404
H -0.83222 -1.90829 1.57511 -0.0778 -0.0599 -0.0569
H -1.39953 -1.92585 -0.95819 0.0572 0.0807 0.0605
S 1.18197 0.09696 -2.51256 -0.3350 -0.5711 -0.7591
H 1.85604 -0.46295 -6.15643 0.0226 -0.0234 0.0604
H 3.05168 -0.03679 -4.91151 0.0168 -0.0523 -0.0817
H 0.68263 1.68654 -5.79952 0.0458 -0.0288 0.1771
H 1.79448 2.10241 -4.47539 -0.0677 0.0236 -0.0886
H 4.36426 1.45274 -5.85815 -0.0133 0.0703 -0.0834
H 4.29238 2.78620 -7.02707 0.0594 -0.0986 0.1217
H 3.52029 4.31257 -5.16295 -0.0296 0.1093 0.0050
H 5.14584 3.65789 -4.92281 0.1208 0.0322 0.0450
H 3.79180 3.00084 -4.00758 0.0064 0.0259 0.1259

66
Properties=species:S:1:pos:R:3:forces:R:3 method="wB97M-V/def2-TZVPD" multiplicity=9 energy_ha=-5691.361223 max_force_ev_per_a=5.5 relative_energy_kj_mol=107.3 total_charge=0
Cr -0.15432 -0.08029 -2.04948 0.0260 -0.1282 -0.5322
Co -0.00151 0.23570 2.32496 -0.1392 -0.5047 0.5648
Cl -3.08190 1.85720 1.68015 -1.4104 2.2468 0.5294
O -2.35370 2.92740 1.08432 1.2902 0.2579 -0.8622
O -4.07126 1.38605 0.76023 0.0577 -0.7952 -0.2195
O -2.18525 0.77145 2.04228 1.0029 -0.9024 0.5055
O -3.72371 2.42110 2.83912 0.2291 -1.0787 0.2668
Cl 2.99260 -1.67614 2.48464 1.8025 -5.1778 -0.2211
O 2.10533 -0.63593 2.78922 -3.4038 4.0590 0.2632
O 3.25538 -1.81213 1.06975 -1.1932 0.1148 0.3336
O 4.21703 -1.45325 3.12634 1.6230 1.0002 0.9303
O 2.40904 -2.88246 3.08495 -0.0176 0.4055 -1.2678
B 0.38161 0.23511 0.17226 -0.1732 0.2474 0.0686
H -0.12446 -0.57874 0.66803 -1.8812 -3.6685 1.0921
H 0.90581 0.83365 0.90110 2.5588 2.8448 2.1176
H 1.11472 -0.05705 -0.56356 3.0626 -1.4787 -1.7991
H -0.36384 0.86982 -0.28127 -2.8422 2.4815 -1.1599
C -0.09554 4.37768 3.87234 -0.2988 0.2278 -0.2847
N 0.62064 3.44652 2.92819 0.0677 0.1608 -1.8772
O 0.45534 2.24334 3.07318 -0.5499 -0.7831 1.2737
O 1.26708 3.86044 1.99441 -0.2952 0.6630 0.9625
H -1.08067 3.95655 4.07300 0.3288 -0.3719 0.1973
H -0.28293 5.33324 3.38257 0.5150 -0.1921 -0.2165
H 0.52177 4.51961 4.75940 -0.0987 -0.2491 -0.0925
C 1.49505 -4.37381 -0.94097 1.5482 -0.3356 0.4522
N 0.42750 -3.36216 -0.74264 1.0606 0.6428 -1.8497
O -0.38631 -3.70765 0.06995 -0.9600 0.8524 0.1858
O 0.47111 -2.31100 -1.41720 -0.3920 -2.1806 1.1534
H 1.78577 -4.64555 0.07380 0.0095 -0.0058 -0.0628
H 2.38898 -4.00978 -1.44739 -0.4753 0.5000 -0.0734
H 1.17610 -5.28795 -1.44169 -0.6734 0.4056 -0.0404
C -0.67605 -4.22888 3.38427 0.0061 -0.2940 -1.7726
N -1.27540 -2.88770 3.08125 -2.6759 0.6651 2.2723
O -0.53506 -2.00294 2.71415 0.9839 0.6629 -0.4971
O -2.46912 -2.69123 3.34059 1.9698 -0.7884 -0.5553
H -0.36173 -4.40636 4.41277 -0.2797 0.7293 -0.0435
H 0.17153 -4.25884 2.69957 0.1367 -0.2255 0.3421
H -1.43553 -4.94254 3.06490 0.0957 0.0075 0.2439
C -3.54500 3.06565 -2.22356 0.1019 -0.5090 -0.3168
N -2.07385 2.82950 -2.14103 1.6824 -0.1466 -0.0821
O -1.60380 1.70632 -2.18837 -1.3487 -0.6866 0.1730
O -1.34652 3.78748 -2.29615 -0.5747 0.7973 0.4968
H -4.19849 2.25636 -1.89785 0.7684 -0.2470 0.2630
H -3.51783 3.05777 -3.31320 -1.1318 0.7512 -0.1174
H -3.83306 3.97746 -1.70037 0.4110 0.0403 -0.5056
C 2.45710 3.49867 -1.36487 -0.0826 -0.3141 -0.2809
N 2.36807 2.41731 -2.41089 -1.3678 0.1083 -1.7381
O 1.35524 1.73222 -2.32421 0.6493 0.1318 0.1414
O 3.10876 2.36615 -3.39100 -0.0213 0.3118 1.5768
H 2.99935 4.33853 -1.79927 0.3097 -0.3416 0.3551
H 2.85088 3.01978 -0.46837 0.3734 0.3071 -0.1282
H 1.42985 3.78879 -1.14420 0.0568 -0.1448 -0.1823
C 4.39524 -1.24547 -4.29680 -0.1521 0.6588 0.1749
N 3.09408 -1.54015 -3.65517 0.2109 1.2661 0.0095
O 2.48221 -2.50903 -4.00867 -0.4742 -0.9255 -0.2762
O 2.74781 -0.74680 -2.80995 -0.5413 0.0196 0.4645
H 4.63839 -0.21605 -4.03361 0.1445 -0.2768 0.2796
H 4.24522 -1.24466 -5.37643 0.3130 -0.8061 0.1433
H 5.04441 -1.97284 -3.80935 0.4165 0.0948 -0.7806
C -4.39500 -1.21696 -1.20023 0.8047 -0.5597 -0.8207
N -3.05687 -1.47088 -0.55265 -1.2754 -0.7962 2.5162
O -3.12152 -2.06847 0.54366 0.8733 1.1598 -2.2676
O -2.05824 -1.02768 -1.09016 -0.8294 -0.6148 0.3532
H -4.17668 -1.45895 -2.24036 -0.2822 0.6355 -0.1945
H -4.64076 -0.17493 -0.99561 0.0022 -0.1949 -0.1387
H -5.15283 -1.93134 -0.87859 0.3481 0.2663 0.5549